The following is a quantum chemistry calculation of C28H18F3NO2S in the gas phase in a non-equilibrium geometry, from the Open Molecules 2025 dataset.

Structure (XYZ):
```
53
Properties=species:S:1:pos:R:3:forces:R:3:lowdin_charge:R:1
C 0.464941 -2.152876 1.545658 0.61 -0.42 0.46 -0.01
H 0.573941 3.961709 2.944060 0.31 -0.15 -0.58 0.13
O 1.812173 -0.831368 -2.269000 0.29 0.20 -0.43 -0.25
C -0.887308 -2.843608 -3.100586 0.21 0.22 0.12 0.00
C -1.131986 -0.923246 -1.560781 0.12 -1.60 -0.68 -0.13
H 3.370779 0.755488 0.333781 -0.48 -0.01 0.32 0.11
F 1.699080 1.080322 -4.483230 -0.26 0.42 0.73 0.15
H -2.068645 -2.724564 -4.917836 0.03 0.26 0.58 0.11
C 1.338137 1.566579 0.544335 -0.07 1.01 1.33 -0.21
H 4.295825 1.896453 2.278089 -0.48 0.08 -0.33 0.13
H -3.753058 1.945382 3.435325 0.16 -0.17 -0.26 0.11
H 1.865386 -5.224986 0.780837 -0.37 0.60 -0.03 0.11
H 1.026672 -4.539437 -1.511202 -0.34 0.11 0.38 0.11
C -1.844549 -2.262028 -3.944739 0.18 0.23 0.05 -0.07
H 1.417843 -3.727872 2.719789 -0.30 0.30 -0.44 0.10
C 1.073849 1.508558 -3.378827 -1.03 -0.16 -0.36 -0.62
O 2.999795 1.311306 -1.744495 -0.62 -0.39 -0.08 -0.29
F -0.244143 1.211795 -3.489453 0.84 0.49 -0.18 0.11
C -2.942038 0.278345 0.549258 -0.13 0.36 0.43 -0.01
C 1.323959 -4.275610 0.638295 -0.04 0.60 -0.07 -0.07
F 1.205137 2.842489 -3.257777 0.01 -1.10 0.00 0.14
C 0.843041 -3.911610 -0.634089 0.19 0.35 0.66 -0.01
H -0.312638 -3.741095 -3.396544 -0.66 0.48 0.25 0.12
C -0.597393 -2.204572 -1.893162 -0.18 0.75 -0.29 -0.12
C 0.548577 0.702655 -0.444480 -0.43 4.05 -3.56 -0.11
C -2.485853 -1.075534 -3.558418 0.38 -0.37 0.12 -0.07
H -1.317570 1.523584 3.847008 -0.19 -0.27 -0.13 0.11
H -0.015168 0.264960 2.214810 -0.09 0.31 -0.09 0.10
H -0.307235 2.987828 0.839851 0.34 -0.40 0.23 0.13
C -0.546676 -0.441415 -0.248795 0.50 -0.26 0.84 -0.24
H -3.467168 -0.134523 -0.298767 0.20 0.12 -0.16 0.10
C 0.685592 2.670326 1.185761 -0.27 -0.50 0.10 -0.03
C 0.127657 -1.707443 0.279410 -0.38 -1.99 -0.49 -0.08
H 0.224502 -1.621052 2.455980 0.21 0.21 -0.15 0.10
C 1.094728 -3.403165 1.720978 0.08 -0.56 -0.48 -0.07
H -3.246357 -0.652595 -4.209612 0.09 -0.02 0.20 0.10
C 2.500273 2.990892 2.746445 -0.10 -0.62 -0.11 -0.23
C 1.195414 3.297430 2.328610 0.16 -0.19 -0.27 -0.02
C 3.264964 2.108255 1.966546 -0.28 -0.01 -0.08 0.00
C -2.126286 -0.413685 -2.368182 -0.29 0.22 -0.41 -0.06
H -0.102499 1.544535 -0.986615 0.94 -1.52 1.11 0.17
C -3.725933 0.938973 1.519379 0.17 0.00 -0.19 -0.07
C -3.154077 1.402543 2.700875 0.13 0.05 -0.02 -0.09
C 3.025374 3.467131 4.016270 0.78 0.73 1.24 -0.17
C 2.697642 1.426701 0.865774 0.25 -0.39 1.14 -0.02
N 3.481863 3.840053 5.024785 -0.95 -0.74 -1.92 0.15
C 0.189984 -2.682557 -0.757746 0.60 0.22 0.04 -0.13
H -2.654329 0.494264 -2.087680 0.24 0.01 -0.27 0.11
C -1.047341 0.489436 1.981270 -0.18 0.36 0.29 -0.07
C -1.556336 0.130337 0.725270 -0.56 -0.05 1.21 -0.13
C -1.802580 1.153659 2.943045 -0.18 -0.07 -0.25 -0.07
H -4.790709 1.145806 1.332627 0.57 -0.37 0.02 0.11
S 1.780749 0.557050 -1.922102 0.22 -0.40 0.43 0.83
```
Positions in Å, forces in eV/Å.

As for the LUMO energy: -0.2694 eV. Its SMILES is N#Cc1ccc([C@H](C2(c3ccccc3)c3ccccc3-c3ccccc32)S(=O)(=O)C(F)(F)F)cc1. The charge is 0.

=====

The following is a quantum chemistry calculation of H26NeO13 as an isolated structure in a non-equilibrium geometry, from the Open Molecules 2025 dataset.

Structure (XYZ):
```
40
Properties=species:S:1:pos:R:3:forces:R:3:lowdin_charge:R:1
H -0.021189 -2.602045 -1.647765 -0.24 -0.16 0.16 0.02
O -1.387149 2.820035 -1.084465 -0.92 0.13 0.44 -0.07
Ne 0.339521 0.433875 0.291495 -0.10 0.03 -0.03 0.06
O 0.692451 3.329345 0.534095 -0.01 0.38 0.10 -0.03
H 3.275281 0.994175 0.952255 0.07 0.26 0.03 -0.02
O -1.232479 0.884445 -3.087655 0.48 0.55 -0.29 -0.05
H 1.339041 -2.056775 1.380415 -0.20 -0.07 0.62 -0.03
H 2.870031 3.027455 2.663085 0.16 0.33 0.05 0.06
H -0.090439 -3.386275 2.125655 0.06 -0.29 -0.06 0.05
H -1.638829 0.072815 -2.783735 -0.24 -0.61 0.32 -0.02
O 1.976791 -1.825345 0.705175 1.13 0.30 0.32 -0.07
O 2.819281 2.124515 2.349455 -0.25 0.24 0.03 -0.03
O -2.349219 -1.494515 -2.307365 -0.13 0.14 -0.42 -0.03
O 0.115231 -2.500145 2.423495 0.10 -0.35 0.66 -0.03
H -1.918309 -3.934615 -0.006075 -0.07 -0.41 -0.13 0.08
H -2.289569 0.029355 1.783135 0.00 1.16 -0.13 0.02
O -1.458279 -3.102465 -0.116195 -0.04 -0.23 -0.30 -0.02
H 2.981501 -0.428915 0.527495 -0.58 -0.97 0.09 -0.03
H 1.159281 -1.870945 -2.250985 0.22 0.15 -0.30 0.07
H 1.554121 -2.069985 -0.118065 -0.12 -0.15 -0.55 -0.03
O -2.647179 1.937875 1.402655 -0.26 -0.60 0.78 -0.04
O 3.473341 0.351275 0.271305 0.75 0.81 -0.48 -0.07
H 0.273251 3.629115 1.340725 -0.05 0.16 0.24 0.05
O 2.605181 1.177755 -2.424895 -0.12 0.27 -0.67 -0.06
O 0.925141 -2.489155 -1.558715 -0.09 -0.18 -0.65 -0.01
H -2.037849 -2.031145 -1.578465 0.20 -0.38 0.48 -0.01
H -1.917529 -2.495695 0.464445 0.05 0.67 0.36 0.01
H -2.206759 2.010455 0.555895 0.24 0.27 -1.14 0.00
O -2.129579 -0.911905 1.714855 0.04 -1.05 -0.22 -0.04
H -2.290089 2.658685 1.921455 -0.03 0.13 0.17 0.05
H 1.472491 2.859605 0.829265 0.29 -0.46 -0.01 0.02
H -2.998619 -1.308215 1.777595 -0.35 0.04 0.30 0.06
H -1.049759 2.293425 -1.809095 -0.04 -0.54 -0.50 0.00
H -0.645799 2.906595 -0.485185 0.72 0.25 0.06 -0.04
H -1.837229 1.223045 -3.747855 -0.04 0.17 -0.23 0.05
H 1.944451 0.489885 -2.344295 -0.16 0.00 0.10 0.00
H 3.125801 1.105365 -1.624925 0.21 -0.28 0.65 -0.01
H -0.593759 -1.959375 2.075455 -0.48 0.53 0.04 -0.01
H 3.098841 1.595005 3.096245 0.06 -0.32 0.20 0.07
H -3.301409 -1.486575 -2.209915 -0.28 0.07 -0.08 0.06
```
Positions in Å, forces in eV/Å.

The energy above the lowest of the compared OMol25 structures with the same formula, charge and spin is 58.7 kJ/mol. As for the LUMO energy: -0.3841 eV. The charge is 0.

=====

The following is a quantum chemistry calculation of a 3-piece molecular cluster, C3H14N2O2 overall in a non-equilibrium geometry, from the Open Molecules 2025 dataset.

Structure (XYZ):
```
21
Properties=species:S:1:pos:R:3:forces:R:3:lowdin_charge:R:1
C 0.592566 0.530664 0.739025 -0.06 0.16 0.56 -0.21
H 2.260631 -0.045726 -2.540028 0.03 -0.06 -0.02 0.13
H -1.360212 0.559974 1.218474 -0.02 -0.15 0.25 0.08
H -0.972754 -1.253458 2.790163 0.39 0.06 0.25 -0.01
H 0.129627 1.022557 -2.603526 -0.61 -0.18 0.30 0.17
C 1.388050 -0.516654 -2.068609 0.27 0.29 0.11 -0.02
H 0.978225 -1.223364 -2.767209 -0.24 -0.30 -0.25 0.10
N 0.438671 0.531961 -1.763181 0.91 0.24 -0.54 0.01
H -0.090339 2.153044 -0.683120 0.14 -0.15 0.30 0.14
H -1.443350 -0.756736 -1.179787 -0.25 -0.29 0.03 0.03
H 1.624954 1.803751 -0.740887 0.28 -0.09 0.39 0.16
H -2.277105 -1.538374 3.414871 0.03 -0.17 0.50 0.04
H 1.723673 -1.003579 -1.164556 0.01 -0.17 0.16 0.10
H -1.459594 -2.003627 -0.261245 -0.21 0.11 -0.13 0.07
C 0.639033 1.334060 -0.626874 -0.87 0.54 -0.78 -0.14
N -0.484485 0.913227 1.603493 -0.17 0.40 -1.54 0.09
O -1.333923 -1.548120 3.634464 -0.45 0.10 -0.69 -0.05
O -1.781103 -1.094157 -0.340100 0.30 0.07 0.09 -0.03
H -0.571942 1.925592 1.637540 0.09 -0.04 0.69 0.11
H 0.458431 -0.511899 0.478720 0.28 -0.15 0.15 0.09
H 1.540937 0.720867 1.222370 0.18 -0.20 0.17 0.13
```
Positions in Å, forces in eV/Å.

As for the multiplicity: 2. The energy above the lowest of the compared OMol25 structures with the same formula, charge and spin is 62.4 kJ/mol. As for the expectation value of S²: 0.756. As for the LUMO energy (alpha / beta): -3.2959 / -8.2553 eV. The charge is +1.

=====

The following is a quantum chemistry calculation of a 13-piece molecular cluster, H26O13 overall in a non-equilibrium geometry, from the Open Molecules 2025 dataset.

Structure (XYZ):
```
39
Properties=species:S:1:pos:R:3:forces:R:3:lowdin_charge:R:1
H -2.900823 1.663252 -2.154053 0.03 0.09 -0.25 0.09
H 4.673756 4.040937 1.686086 -0.17 0.45 0.24 0.05
O -4.111882 0.434015 0.527812 -1.24 0.00 1.05 -0.05
H 2.519137 -1.189846 -0.996768 -0.17 0.13 -0.08 0.03
O -1.903685 -0.733108 1.196694 -0.15 -1.00 2.43 -0.06
O -0.234028 -1.968281 -3.740122 -0.34 -0.27 0.00 -0.05
H 2.972055 -1.227845 2.249076 -0.28 -0.07 0.02 0.06
H 4.841627 0.873117 1.031289 -0.13 -0.13 -0.19 0.07
H -1.417580 0.761091 -1.151019 0.52 -0.84 0.33 0.06
O 0.491226 -1.850511 1.935656 -0.24 -0.66 -0.33 -0.06
H 3.396915 3.272742 1.386765 0.30 0.34 0.18 0.03
H 3.847571 0.974072 2.176585 -0.19 -0.16 0.11 0.04
H 0.200413 -0.995025 2.271157 -0.51 -0.47 0.12 0.03
H 0.509399 0.511364 0.741221 0.12 0.20 -0.03 0.05
O 2.141536 -1.874232 -1.560704 -0.03 -0.27 0.02 -0.04
H -0.034640 -0.622598 -0.112122 -0.19 0.69 -0.17 0.02
O -3.005289 1.317201 -1.260562 -1.82 2.59 -1.69 -0.09
H -4.153912 -1.824253 -1.833911 0.06 -0.03 0.05 0.06
H -2.281179 0.118417 1.444471 0.15 -0.15 -0.51 0.06
O 4.111713 1.410615 1.358875 0.05 -5.46 -1.59 -0.11
H 1.526018 1.585221 -0.536360 -0.06 -0.15 -0.25 -0.02
H 0.059108 -1.982586 -2.822049 0.02 0.26 -0.21 0.00
O 2.436737 -0.555353 2.685174 0.76 0.77 0.45 -0.06
H -0.177378 -2.085873 1.282538 -0.14 0.07 0.22 0.04
H -0.543062 -2.866833 -3.901651 0.15 0.05 -0.06 0.04
O 2.116902 2.344221 -0.474994 -0.01 0.56 0.10 -0.06
O -3.203595 -1.706105 -1.943133 -0.82 -0.64 -0.32 -0.03
O -1.431643 -0.151697 -0.841810 -2.79 -1.73 -3.68 -0.20
H -3.736578 1.827879 -0.895302 0.18 0.04 0.06 0.06
H 1.765736 -0.329302 2.031225 0.66 -0.23 -0.06 0.00
H -2.279542 -1.350661 1.834151 -0.15 -0.02 0.33 0.07
H 2.699919 2.128584 0.261608 0.26 -0.52 -0.27 -0.03
H -3.025432 -2.044064 -2.828024 0.26 0.16 0.00 0.05
H -4.338503 0.701164 1.425735 -0.26 -0.08 0.09 0.07
O 0.331646 0.266784 -0.173969 5.34 1.07 2.36 -0.10
O 4.185518 3.249791 1.940451 0.19 5.29 1.38 -0.09
H -2.310640 -0.466733 -1.080777 0.36 0.03 -0.05 0.00
H 1.227725 -1.945874 -1.262698 0.29 0.14 0.17 0.01
H -4.965266 0.290309 0.103461 -0.01 -0.06 0.02 0.07
```
Positions in Å, forces in eV/Å.

The energy above the lowest of the compared OMol25 structures with the same formula, charge and spin is 822.1 kJ/mol. As for the LUMO energy: -0.3305 eV. The charge is 0.

=====

The following is a quantum chemistry calculation of C16H32O in the gas phase, from the Open Molecules 2025 dataset.

Structure (XYZ):
```
49
Properties=species:S:1:pos:R:3:forces:R:3:lowdin_charge:R:1
H 2.254966 -0.050105 2.490403 -0.04 0.06 0.08 0.11
H 2.993938 2.770769 1.423543 0.04 0.10 0.01 0.11
H -1.715031 -0.988249 -1.272306 0.12 0.05 0.05 0.11
C -3.160205 -3.364992 -1.297277 -0.01 -0.09 -0.24 -0.26
H 3.334506 2.401947 -0.265832 0.00 0.10 0.01 0.11
C -2.005347 -1.282351 -2.282577 -0.22 -0.20 -0.20 -0.23
H 0.824350 3.773770 0.692660 0.08 0.06 -0.02 0.11
H 1.127942 3.355859 -0.992476 0.06 0.08 -0.03 0.11
H -4.494515 -4.337122 -2.688631 -0.04 -0.06 -0.10 0.07
C 0.681405 2.996454 -0.062141 -0.24 -0.23 0.19 -0.22
C -0.818570 2.784097 -0.271582 0.27 0.03 -0.26 -0.22
C -2.163104 -2.804287 -2.320913 0.13 0.13 0.31 -0.22
O 2.952093 -0.994956 4.979395 -0.24 0.17 0.13 0.06
C -3.261188 -0.520621 -2.697520 0.30 0.17 -0.10 -0.22
H -3.098586 2.768759 -1.753626 -0.03 0.01 0.09 0.11
H -2.258407 1.099877 -3.703747 0.01 0.03 -0.10 0.11
H -0.732434 2.450633 -2.392177 0.06 -0.03 -0.07 0.12
C 2.891533 2.005038 0.651177 -0.05 -0.37 -0.10 -0.22
H 0.939123 1.374097 1.314885 -0.08 -0.09 0.02 0.11
C 3.298651 0.264103 2.467485 0.24 -0.20 -0.21 -0.22
C 4.168505 -0.910669 2.904386 -0.48 0.49 -0.02 -0.17
H -4.987573 -2.699980 -2.262227 -0.10 0.08 -0.08 0.06
H 4.739864 0.995740 1.058562 0.06 -0.07 -0.05 0.11
C -3.031198 0.972774 -2.942182 -0.28 -0.07 0.23 -0.21
H 3.413234 1.075734 3.188447 -0.09 0.02 0.03 0.12
H -3.235571 -2.679149 -0.451002 0.05 0.00 0.11 0.10
H 5.226261 -0.630765 2.914661 0.08 -0.09 -0.01 0.12
H -1.302384 3.759180 -0.370841 -0.09 0.00 0.04 0.11
H -1.191617 -1.007720 -2.959550 0.07 0.09 0.05 0.11
H -0.663652 0.976179 -1.430515 0.08 -0.07 -0.09 0.09
H -5.209729 -4.015285 -1.109905 -0.14 -0.04 0.01 0.07
C -1.141732 1.951042 -1.510382 -0.27 0.14 0.36 -0.22
H -2.463807 -3.111670 -3.324890 0.04 -0.05 -0.09 0.11
H 3.501324 -0.037114 0.344652 0.07 -0.05 -0.07 0.11
H 1.316168 0.954811 -0.358091 -0.03 -0.12 0.00 0.11
H -3.644615 -0.959559 -3.622712 -0.09 -0.08 0.02 0.11
H -3.065797 1.288427 -0.806304 -0.08 0.01 0.10 0.11
H -1.239060 2.298457 0.612321 -0.07 0.02 0.07 0.11
C 3.819080 -1.420216 4.270749 0.52 -0.42 -0.18 -0.28
H -4.029161 -0.634257 -1.930282 -0.13 -0.05 -0.01 0.11
C -4.548606 -3.615241 -1.876126 0.12 0.01 0.20 -0.12
H 4.071827 -1.746514 2.204779 0.09 -0.08 0.00 0.12
C 1.409654 1.735325 0.399140 0.20 0.41 -0.05 -0.22
H -3.958229 1.382277 -3.350897 0.04 0.02 -0.08 0.10
C 3.672361 0.759668 1.072915 -0.09 0.25 0.20 -0.22
C -2.648701 1.774593 -1.690877 0.23 -0.03 -0.32 -0.21
H -2.779513 -4.313406 -0.910711 0.00 0.05 0.08 0.10
H -1.179131 -3.239946 -2.130211 0.00 -0.04 -0.08 0.10
H 4.457440 -2.268203 4.596698 -0.07 -0.03 0.16 0.12
```
Positions in Å, forces in eV/Å.

The energy above the lowest of the compared OMol25 structures with the same formula, charge and spin is 20.0 kJ/mol. As for the LUMO energy: 0.8718 eV. Its SMILES is CCCCCCCCCCCCCCCC=O. The charge is 0.

=====

The following is a quantum chemistry calculation of C3HClN2S2 as an isolated structure in a non-equilibrium geometry, from the Open Molecules 2025 dataset.

Structure (XYZ):
```
9
Properties=species:S:1:pos:R:3:forces:R:3:lowdin_charge:R:1
H -1.565065 -0.138764 0.644687 -2.37 2.15 3.13 -0.04
C -1.048491 -0.569705 -0.075374 4.15 -2.67 -2.53 -1.03
S -0.394277 0.477960 -1.368920 -0.30 -0.43 0.74 0.91
Cl -1.785115 -2.009237 -0.686448 0.12 0.25 0.00 0.60
N 2.640719 -0.255957 -0.239618 0.97 0.10 -0.63 0.09
C -0.260529 1.867062 -0.399597 -0.08 -1.94 -1.36 -0.61
N -0.173843 2.765248 0.284462 0.15 1.93 1.36 0.13
S 0.636070 -1.303670 1.364307 -1.81 0.07 -0.70 0.76
C 1.950527 -0.832938 0.476498 -0.84 0.54 0.00 -0.80
```
Positions in Å, forces in eV/Å.

The energy above the lowest of the compared OMol25 structures with the same formula, charge and spin is 0.0 kJ/mol. As for the LUMO energy: -1.6311 eV. The charge is 0.

=====

charge of number 6 (C3HClN2S2)?
0

=====

Repeat the sixth record exactly.
The following is a quantum chemistry calculation of C3HClN2S2 as an isolated structure in a non-equilibrium geometry, from the Open Molecules 2025 dataset.

Structure (XYZ):
```
9
Properties=species:S:1:pos:R:3:forces:R:3:lowdin_charge:R:1
H -1.565065 -0.138764 0.644687 -2.37 2.15 3.13 -0.04
C -1.048491 -0.569705 -0.075374 4.15 -2.67 -2.53 -1.03
S -0.394277 0.477960 -1.368920 -0.30 -0.43 0.74 0.91
Cl -1.785115 -2.009237 -0.686448 0.12 0.25 0.00 0.60
N 2.640719 -0.255957 -0.239618 0.97 0.10 -0.63 0.09
C -0.260529 1.867062 -0.399597 -0.08 -1.94 -1.36 -0.61
N -0.173843 2.765248 0.284462 0.15 1.93 1.36 0.13
S 0.636070 -1.303670 1.364307 -1.81 0.07 -0.70 0.76
C 1.950527 -0.832938 0.476498 -0.84 0.54 0.00 -0.80
```
Positions in Å, forces in eV/Å.

The energy above the lowest of the compared OMol25 structures with the same formula, charge and spin is 0.0 kJ/mol. As for the LUMO energy: -1.6311 eV. The charge is 0.

=====

Among the records above, which one has the highest charge?
C3H14N2O2

=====

Number 1 is which compound?
C28H18F3NO2S